(1)
# C4H5IrLiO3

C4H5IrLiO3 as an isolated structure at a distorted geometry (ωB97M-V/def2-TZVPD, the Open Molecules 2025 dataset).

Geometry (Å):
1 Ir -0.87 -1.58 -1.59
2 O -1.01 0.48 -0.82
3 C -1.82 1.66 -0.95
4 H -2.47 1.77 -0.08
5 H -1.15 2.53 -1.06
6 H -2.41 1.50 -1.85
7 C 2.23 -1.84 0.61
8 C 1.42 -0.79 0.45
9 O 0.06 -1.16 0.17
10 C -0.26 0.32 0.27
11 O -0.15 1.11 1.18
12 Li 1.37 0.50 2.30
13 H 3.08 -1.72 1.28
14 H 1.98 -2.78 0.09

Its energy above the lowest of the compared OMol25 structures with the same formula, charge and spin is 0.0 kJ/mol. The charge is +2. As for the highest occupied orbital energy (alpha / beta): -16.13 / -18.77 eV. Its HOMO-LUMO gap (alpha / beta) is 7.55 / 6.73 eV. As for the multiplicity: 6. As for the strongest force on any atom: 6.87 eV Å⁻¹.

natural (NBO) atomic charge list, values in e, 5 entries: 0.883, -0.533, -0.276, 0.239, 0.242


(2)
# C18H40NO13PS4

A 5-piece molecular cluster, C18H40NO13PS4 overall at a distorted geometry (ωB97M-V/def2-TZVPD, the Open Molecules 2025 dataset).

Geometry (Å):
1 C 1.48 -0.36 5.37
2 C 1.25 -1.42 4.61
3 C 0.76 -1.31 3.20
4 P 2.11 -1.58 1.95
5 C 2.09 -0.02 1.05
6 C 3.16 0.64 0.63
7 O 3.57 -1.51 2.87
8 C 3.93 -0.40 3.44
9 N 4.34 0.61 3.82
10 H 1.27 0.64 5.01
11 H 1.86 -0.47 6.38
12 H 1.42 -2.41 5.03
13 H 0.00 -2.05 2.97
14 H 0.32 -0.32 3.05
15 H 1.09 0.34 0.82
16 H 4.16 0.28 0.83
17 H 3.06 1.57 0.09
18 C -3.10 -4.02 -0.62
19 C -1.84 -3.43 -1.21
20 O -2.00 -2.03 -1.54
21 S -1.91 -0.97 -0.36
22 C -1.65 0.46 -1.35
23 O -0.74 -1.25 0.42
24 O -3.17 -0.87 0.31
25 H -3.31 -3.61 0.37
26 H -2.98 -5.10 -0.52
27 H -3.96 -3.82 -1.26
28 H -0.99 -3.55 -0.55
29 H -1.60 -3.90 -2.16
30 H -0.70 0.35 -1.88
31 H -1.61 1.31 -0.68
32 H -2.47 0.56 -2.05
33 C 3.21 -3.19 -1.37
34 C 2.19 -2.35 -2.11
35 O 2.34 -2.41 -3.55
36 S 1.75 -3.69 -4.28
37 C 1.78 -3.04 -5.92
38 O 0.40 -3.88 -3.86
39 O 2.68 -4.77 -4.18
40 H 3.06 -4.25 -1.54
41 H 3.10 -3.00 -0.30
42 H 4.22 -2.94 -1.68
43 H 1.17 -2.64 -1.85
44 H 2.30 -1.30 -1.86
45 H 1.11 -2.20 -5.97
46 H 1.46 -3.84 -6.58
47 H 2.80 -2.75 -6.16
48 C -3.76 0.50 3.03
49 C -4.33 1.59 3.91
50 O -3.70 1.63 5.21
51 S -2.27 2.31 5.30
52 C -2.19 2.46 7.05
53 O -2.34 3.61 4.70
54 O -1.27 1.39 4.86
55 H -2.73 0.71 2.76
56 H -4.34 0.42 2.11
57 H -3.78 -0.46 3.54
58 H -4.24 2.58 3.45
59 H -5.38 1.41 4.12
60 H -2.98 3.13 7.38
61 H -1.21 2.87 7.29
62 H -2.30 1.47 7.49
63 C 2.32 4.18 -2.48
64 C 1.51 5.01 -3.45
65 O 0.90 4.21 -4.49
66 S -0.40 3.39 -4.11
67 C -0.92 3.01 -5.75
68 O -1.35 4.26 -3.49
69 O -0.02 2.17 -3.45
70 H 1.69 3.53 -1.88
71 H 2.87 4.84 -1.81
72 H 3.04 3.56 -3.02
73 H 0.73 5.58 -2.94
74 H 2.14 5.72 -3.99
75 H -1.17 3.93 -6.26
76 H -1.80 2.37 -5.66
77 H -0.12 2.48 -6.26

As for the highest occupied orbital energy: -8.63 eV. Its HOMO-LUMO gap is 8.80 eV. The SMILES is C=CCP(C=C)OC#N.CCOS(C)(=O)=O.CCOS(C)(=O)=O.CCOS(C)(=O)=O.CCOS(C)(=O)=O. As for the strongest force on any atom: 1.17 eV Å⁻¹.

Löwdin atomic charge list, values in e, 5 entries: -0.008, -0.244, -0.342, 1.015, -0.345


(3)
# C4H8S

C4H8S in the gas phase at a distorted geometry (ωB97M-V/def2-TZVPD, the Open Molecules 2025 dataset).

Geometry (Å):
1 S 0.17 1.31 -0.96
2 C -0.37 0.38 0.49
3 C 0.76 -0.50 1.05
4 C 0.27 -1.71 0.21
5 C -1.07 -0.97 0.14
6 H 0.54 2.43 -0.32
7 H -0.90 0.96 1.18
8 H 0.62 -0.75 2.17
9 H 1.81 -0.17 0.95
10 H 0.65 -1.78 -0.80
11 H 0.28 -2.68 0.66
12 H -1.67 -1.01 -0.80
13 H -1.68 -1.23 0.99

Its energy above the lowest of the compared OMol25 structures with the same formula, charge and spin is 46.5 kJ/mol. As for the highest occupied orbital energy: -8.97 eV. Its HOMO-LUMO gap is 9.91 eV. The SMILES is SC1CCC1. As for the strongest force on any atom: 2.22 eV Å⁻¹.

natural (NBO) atomic charge list, values in e, 5 entries: -0.046, -0.333, -0.402, -0.412, -0.391


Q: Which value of strongest force on any atom does entry 3 give?
A: 2.22 eV Å⁻¹